Below is a structure of composition C12H19NPd in a non-equilibrium geometry, with properties calculated with ωB97M-V with the def2-TZVPD basis set.

As for the expectation value of S²: 6.03. As for the orbital gap (spin up / spin down): 7.71 / 6.05 eV.

Geometry as ORCA input:
```
! wB97M-V def2-TZVPD RIJCOSX def2/J DEFGRID3
* xyz 0 5
Pd -0.01167 0.28206 -0.77143
N 1.78209 0.49333 -0.08308
C -0.19055 -2.58016 -0.28257
C -1.61716 1.89279 -1.04728
C -0.50074 -1.38671 -2.24720
C -0.10773 -0.27463 2.64313
C -1.30305 0.34125 4.68857
C -0.36670 2.05887 -1.58874
C -0.21212 -0.55830 4.07872
C -1.16524 -2.13867 -1.21565
C 1.16619 -0.35792 4.74451
C 1.07582 -2.06265 -0.66593
C 0.46474 2.77565 -2.35916
C 0.91045 -1.33661 -1.90221
H -2.26954 0.13997 4.21720
H -0.38963 0.70779 2.27912
H -1.86831 2.39218 -0.10456
H 2.02042 -2.23250 -0.15650
H 1.84535 1.44944 0.31345
H -0.35302 -3.25088 0.56248
H 1.52007 0.67069 4.59678
H 0.11080 3.62193 -2.95341
H -1.40571 0.17814 5.76648
H 1.13646 -0.55716 5.82369
H 1.90972 -1.02711 4.29491
H -1.07667 1.39984 4.52304
H -0.91513 -0.98987 -3.17053
H 0.41408 -0.94934 1.96828
H -2.41309 1.50082 -1.68915
H 1.68694 -0.90686 -2.52652
H -2.22748 -2.37671 -1.20634
H -0.49723 -1.62086 4.18106
H 1.50662 2.46137 -2.42076
*
```


Below is the ion C3H5N2 with charge +1 in a non-equilibrium geometry, with properties calculated with ωB97M-V with the def2-TZVPD basis set.

As for the orbital gap: 10.53 eV. As for the relative energy (zero: lowest compared OMol25 entry of this formula, charge and spin): 604.7 kJ/mol.

Geometry as ORCA input:
```
! wB97M-V def2-TZVPD RIJCOSX def2/J DEFGRID3
* xyz 1 1
N -0.81879 -0.35255 -1.30083
N 1.05520 0.44196 -0.42914
C 0.53243 -0.83927 0.11705
C -0.41050 0.38422 -0.30960
C -0.42167 -0.11123 1.08345
H 1.58609 1.06597 0.18757
H -1.29644 -0.64731 1.43389
H 0.04769 0.48092 1.86149
H 1.45492 0.37946 -1.37578
H -1.72893 -0.80218 -1.26810
*
```


Below is the molecule C4H6N2O, with properties calculated with ωB97M-V with the def2-TZVPD basis set.

As for the orbital gap: 8.82 eV. As for the relative energy (zero: lowest compared OMol25 entry of this formula, charge and spin): 281.9 kJ/mol.

Geometry as ORCA input:
```
! wB97M-V def2-TZVPD RIJCOSX def2/J DEFGRID3
* xyz 0 1
O -0.06593 -0.71153 -1.56381
N 0.37574 -1.01531 0.74869
N -1.74041 -0.20975 -0.05112
C -0.32643 -0.20896 -0.26821
C 1.30272 0.97085 0.88886
C 0.33996 1.12732 -0.02033
C 1.33162 -0.43432 1.45271
H -2.10643 -1.11043 -0.34696
H 1.99441 1.73650 1.22260
H -2.15929 0.47063 -0.67682
H 0.05991 2.02245 -0.56770
H 0.10620 -1.97939 0.90064
H 0.88792 -0.65807 -1.71856
*
```


Below is a cluster of 2 separate species, C2H4O2 in total, with properties calculated with ωB97M-V with the def2-TZVPD basis set.

As for the orbital gap: 10.22 eV. As for the relative energy (zero: lowest compared OMol25 entry of this formula, charge and spin): 229.3 kJ/mol. The structure (SMILES) is C=O.C=O.

Geometry as ORCA input:
```
! wB97M-V def2-TZVPD RIJCOSX def2/J DEFGRID3
* xyz 0 1
O 0.18739 1.26738 -0.77232
O -0.55615 -1.76784 1.83045
C 0.49822 1.30169 -1.93021
C -0.16375 -0.90426 1.10081
H -0.07176 0.12891 1.46096
H 1.25425 2.00166 -2.32880
H 0.06320 0.65062 -2.71469
H 0.06045 -1.08394 0.04197
*
```